Entry 1:
ORCA calculation (ωB97M-V/def2-TZVPD) on one molecule with the formula C4H5N3O.

XYZ file:
```
13
C4H5N3O | the OMol25 dataset | ωB97M-V/def2-TZVPD
C -1.2033 -0.4971 0.1382
C -1.1532 0.9436 0.1602
C 0.0277 1.6362 -0.0410
C 1.1902 -0.5815 -0.0031
H -2.2238 -2.1156 -0.3892
H -2.2458 1.2469 0.1192
H 0.2021 2.8101 0.0495
H 1.9762 1.3550 -0.0795
H 2.3467 -2.0619 -0.0030
N -2.3295 -1.1239 -0.2127
N 1.0905 0.7603 -0.0151
N 2.3649 -1.0988 -0.0913
O -0.0426 -1.2734 0.3678
```

Calculated values
SMILES: [H]/N=c1/cc[nH]/c(=N/[H])o1
LUMO in Ha: 0.0061
Kohn-Sham gap in eV: 8.76
Molecular weight in g/mol: 111.1
Relative energy (zero: lowest compared OMol25 entry of this formula, charge and spin) in kJ/mol: 270.33

---

Entry 2:
ORCA calculation (ωB97M-V/def2-TZVPD) on C5H6N2O3S as an isolated structure.

XYZ file:
```
17
C5H6N2O3S | the OMol25 dataset | ωB97M-V/def2-TZVPD
C -1.0382 0.1177 0.1937
C 1.3291 0.1921 -0.4890
C 2.2118 -0.2729 -1.6004
C -1.1511 -0.2944 1.5840
C -2.6032 0.0779 1.4047
N -2.3754 0.3728 0.0404
N 1.6832 -0.4019 -2.8049
O -0.0535 0.2580 -0.6768
O 3.3838 -0.4717 -1.3527
O 1.3092 1.4517 1.6303
S 2.1945 0.7858 0.7488
H -0.8234 -1.3788 1.6806
H -0.8331 0.2326 2.4512
H -3.3817 -0.6592 1.7206
H -2.8233 0.9809 1.9447
H 0.6870 -0.2904 -2.9351
H 2.2845 -0.7002 -3.5402
```

Calculated values
LUMO in Ha: -0.0309
Kohn-Sham gap in eV: 8.39
Molecular weight in g/mol: 174.2
Relative energy (zero: lowest compared OMol25 entry of this formula, charge and spin) in kJ/mol: 397.86

---

Entry 3:
ORCA calculation (ωB97M-V/def2-TZVPD) on C29H44Br21N3O5 as an isolated structure.

XYZ file:
```
102
C29H44Br21N3O5 | the OMol25 dataset | ωB97M-V/def2-TZVPD
C 3.8108 0.6394 1.1137
C 3.1318 2.0759 1.1001
O 3.8280 3.0464 1.3502
N 1.7275 2.2057 0.7587
C 1.0073 3.1075 1.6770
C 1.6761 2.7362 -0.6518
C 0.4843 1.9927 -1.3673
C 0.7863 0.4314 -1.5387
C -0.0808 -0.3384 -0.4801
C -0.1838 -1.9039 -0.7307
C -1.1613 -2.6537 0.2479
C -1.5881 -1.8465 1.5276
C -2.8668 -2.5929 2.1186
N -4.0472 -2.2343 1.3091
C -4.7278 -1.0092 1.7655
C -4.4769 0.1202 0.6970
C -5.1518 0.0923 -0.6140
C -4.8782 1.1179 -1.6168
C -3.9375 2.2125 -1.3806
C -3.2943 2.2872 -0.0803
C -3.5735 1.2576 0.9122
O -2.8808 1.3879 2.1236
C 1.2800 -2.4655 -0.4451
C 1.5738 -3.8612 -1.1081
C 3.1578 -3.9163 -1.3609
O 1.2680 -4.9968 -0.2770
O -0.4591 -2.0983 -2.1460
C -1.6823 -1.5875 -2.5393
N -1.8382 -0.2379 -3.0529
O -2.6851 -2.2690 -2.5348
H 3.2783 -0.0667 1.8055
H 3.7670 0.1513 0.0964
H 4.8909 0.7233 1.3995
H 1.6150 4.0085 1.9878
H 0.6650 2.5855 2.6096
H 0.0878 3.5325 1.1828
H 2.6252 2.4727 -1.2046
H 1.5510 3.8512 -0.6338
H -0.4126 2.1297 -0.6932
H 0.1938 2.4718 -2.3447
H 1.8831 0.3196 -1.3411
H 0.5963 0.1348 -2.5967
H 0.4132 -0.2177 0.5284
H -1.0988 0.1211 -0.3749
H -0.6124 -3.5675 0.6201
H -2.0953 -3.0451 -0.2305
H -0.7751 -1.8990 2.3071
H -1.9280 -0.8022 1.3381
H -2.7428 -3.7092 2.1322
H -3.0254 -2.2455 3.1825
H -4.7012 -3.0094 1.2109
H -4.4782 -0.6937 2.8119
H -5.8336 -1.2401 1.7615
H -5.8815 -0.7085 -0.8722
H -5.3798 1.1038 -2.6171
H -3.6791 2.9916 -2.1284
H -2.5646 3.0952 0.1740
H -2.9859 0.5808 2.6535
H 1.3477 -2.5471 0.6781
H 2.0851 -1.7596 -0.7629
H 1.1125 -4.0218 -2.1098
H 3.3591 -4.7639 -2.0606
H 3.4289 -2.9607 -1.8962
H 3.7079 -4.0014 -0.3866
H 1.9704 -5.0484 0.3953
H -1.8943 0.4392 -2.2868
H -2.7488 -0.2139 -3.5136
C 4.0020 1.7619 -4.1317
Br 4.5265 1.9068 -2.2745
Br 3.0321 0.1262 -4.4820
Br 3.0173 3.3168 -4.7210
H 4.9150 1.7212 -4.7167
C -5.9863 -4.4678 4.1589
Br -5.5229 -2.7711 4.9635
Br -7.2115 -5.4753 5.2635
Br -6.6610 -4.2511 2.3580
H -5.0714 -5.0470 4.0883
C 6.6030 1.6469 3.9010
Br 6.7185 -0.2853 3.9204
Br 7.4361 2.4323 5.4592
Br 7.3018 2.3910 2.2608
H 5.5487 1.9025 3.9406
C 5.5919 6.4397 -6.4934
Br 5.1848 4.9107 -7.6094
Br 4.1566 7.7355 -6.5010
Br 6.0758 5.9145 -4.6942
H 6.4604 6.9246 -6.9260
C 9.5282 3.7608 9.2960
Br 9.6411 1.8320 9.2129
Br 9.7676 4.5671 7.5546
Br 7.8902 4.3491 10.1390
H 10.3475 4.1013 9.9199
C -9.4024 -6.4152 0.2815
Br -8.7568 -4.8204 -0.6025
Br -11.1205 -6.9715 -0.4090
Br -8.1031 -7.8456 0.2164
H -9.5458 -6.1629 1.3272
C -2.0563 2.4277 -6.1707
Br -3.3784 3.4262 -5.1698
Br -0.3010 2.5530 -5.3674
Br -2.5966 0.5901 -6.4383
H -1.9901 2.8849 -7.1522
```

Calculated values
LUMO in Ha: -0.0133
Kohn-Sham gap in eV: 8.08
Molecular weight in g/mol: 2192.7

---

Entry 4:
ORCA calculation (ωB97M-V/def2-TZVPD) on C5H9BrN as an isolated structure.

XYZ file:
```
16
C5H9BrN | the OMol25 dataset | ωB97M-V/def2-TZVPD
C -1.2692 -0.7027 1.2888
C -0.4272 -1.7337 0.9942
C -0.9337 0.5604 0.5033
C 0.7182 -0.9543 -0.4961
C 0.7813 1.3861 -1.1815
N 0.5338 0.4135 -0.0894
Br -0.1864 -3.4630 1.7225
H -1.9635 -0.7419 2.0215
H -1.5632 0.9040 -0.3507
H -1.1487 1.4000 1.1800
H 1.7944 -1.2532 -0.6276
H 0.0489 -1.2397 -1.3919
H 0.4368 0.8630 -2.0569
H 0.2315 2.3030 -1.1547
H 1.7785 1.5927 -1.1371
H 1.1685 0.6659 0.7754
```

Calculated values
Expectation value of S²: 2.016
LUMO (spin up / spin down) in Ha: -0.1241 / -0.2435
Charge: +1
Kohn-Sham gap (spin up / spin down) in eV: 6.53 / 7.53
Molecular weight in g/mol: 163.0
Multiplicity: 3
Relative energy (zero: lowest compared OMol25 entry of this formula, charge and spin) in kJ/mol: 132.14